1.
An isolated molecule of C2H2N2O3 at a distorted geometry. Source: the Open Molecules 2025 dataset; level of theory: ωB97M-V/def2-TZVPD.

## Properties
ΔE to the lowest compared entry with this formula, charge and spin   448.9 kJ/mol
Kohn-Sham gap   11.5 eV
2S+1   1
HOMO level   -12.186 eV
Molar mass   102.0 g/mol

Element x y z (Å)
C (1.33019, -0.88400, -0.03728)
C (-0.26509, -0.27497, -0.31475)
N (2.26712, -1.52415, 0.03494)
N (-0.17103, 1.20642, -0.08980)
O (0.66629, 1.81705, -0.68845)
O (-0.98314, 1.59244, 0.73030)
O (-1.15903, -0.91385, 0.45957)
H (-0.25864, -0.33746, -1.46458)
H (-1.42667, -0.68149, 1.37006)

---

2.
An isolated molecule of C4H5NOS at a distorted geometry. Source: the Open Molecules 2025 dataset; level of theory: ωB97M-V/def2-TZVPD.

## Properties
ΔE to the lowest compared entry with this formula, charge and spin   230.5 kJ/mol
Kohn-Sham gap   7.8 eV
2S+1   1
HOMO level   -9.366 eV
Molar mass   115.2 g/mol

Element x y z (Å)
C (0.87208, -0.64414, -0.60397)
C (2.28182, -0.58906, -0.50474)
C (-1.21032, -0.46038, 0.36255)
C (-1.60460, 1.02109, 0.58085)
N (0.15245, -0.41018, 0.33083)
O (-1.90666, -1.40288, 0.45890)
S (3.10436, 0.53955, 0.31926)
H (0.57153, -1.05892, -1.59291)
H (2.67937, -1.04568, -1.36256)
H (-1.49766, 1.29062, 1.69466)
H (-0.83535, 1.48960, 0.06496)
H (-2.60702, 1.27039, 0.25215)

---

3.
An isolated molecule of C5H10N2S at a distorted geometry. Source: the Open Molecules 2025 dataset; level of theory: ωB97M-V/def2-TZVPD.

## Properties
ΔE to the lowest compared entry with this formula, charge and spin   183.1 kJ/mol
Kohn-Sham gap   9.5 eV
2S+1   1
HOMO level   -8.727 eV
Molar mass   130.2 g/mol

Element x y z (Å)
C (-0.19829, -0.03448, 1.60284)
C (-0.02452, 0.07615, 0.07075)
C (1.37508, 0.59123, -0.20365)
C (2.31544, -0.05569, -0.91245)
C (-1.00948, 1.14564, -0.42865)
H (-1.23715, -0.31633, 1.89155)
H (0.50052, -0.78063, 2.00772)
H (0.01769, 0.94664, 2.12189)
H (-0.22463, -1.19426, -1.53030)
H (0.31631, -1.91166, -0.18257)
H (1.59912, 1.56523, 0.23347)
H (3.31446, 0.38843, -1.05456)
H (2.12826, -1.02645, -1.33651)
H (-0.58478, 2.12437, -0.66605)
H (-2.40739, -1.21017, -0.16008)
N (-0.32288, -1.21573, -0.51689)
N (-2.26242, 1.11975, -0.60598)
S (-3.29532, -0.21202, -0.33054)

---

4.
A 2-piece molecular cluster, C3H3NOS overall at a distorted geometry. Source: the Open Molecules 2025 dataset; level of theory: ωB97M-V/def2-TZVPD.

## Properties
ΔE to the lowest compared entry with this formula, charge and spin   560.8 kJ/mol
Kohn-Sham gap (spin up / spin down)   6.0 / 6.0 eV
2S+1   1
HOMO level (spin up / spin down)   -6.914 / -6.912 eV
Molar mass   101.1 g/mol

Element x y z (Å)
C (-2.55782, -0.13784, -0.09764)
C (-1.36676, -0.44464, -0.07919)
C (-0.16948, -0.90144, -0.06426)
N (1.07878, 1.10672, 0.18123)
O (0.79744, -1.55258, 0.00854)
S (2.51235, 0.45202, -0.03585)
H (-3.52205, 0.27307, -0.24277)
H (0.68477, 1.49325, -0.69829)
H (2.54277, -0.28856, 1.02823)

---

5.
C9H11N5P as an isolated structure at a distorted geometry. Source: the Open Molecules 2025 dataset; level of theory: ωB97M-V/def2-TZVPD.

## Properties
ΔE to the lowest compared entry with this formula, charge and spin   137.0 kJ/mol
Kohn-Sham gap   9.2 eV
Total charge   +1
2S+1   1
HOMO level   -12.777 eV
Molar mass   220.2 g/mol

Element x y z (Å)
C (-4.20290, 0.09201, -0.72961)
C (-2.35240, -1.59781, -0.52192)
C (-2.92103, -0.37141, -0.34620)
C (-1.90512, 0.34717, 0.41910)
C (1.35502, -1.17172, 0.94651)
C (2.17366, -0.87284, -0.05055)
C (0.26913, -0.16597, 1.17225)
C (1.52824, 1.40739, -0.01382)
C (3.25279, 0.64387, -1.60479)
N (-5.24962, 0.37177, -1.10544)
N (-1.12826, -1.67724, -0.00443)
N (0.57462, 1.21580, 0.81868)
N (-0.86609, -0.44688, 0.45513)
N (2.25803, 0.40071, -0.58579)
P (-1.74182, 1.98486, 1.11064)
H (-2.72850, -2.40681, -1.19075)
H (1.44810, -2.11253, 1.53081)
H (2.93521, -1.65313, -0.41127)
H (0.04295, -0.10217, 2.28535)
H (1.60693, 2.63453, -0.57497)
H (3.75654, 1.56674, -1.25284)
H (3.85998, -0.21035, -1.58657)
H (2.82645, 0.85476, -2.52315)
H (-0.39531, -2.33257, -0.14278)
H (-1.26922, 1.53737, 2.30558)
H (-3.12738, 2.06445, 1.60083)

---

6.
An isolated molecule of C12H12BrNO5S. Source: the Open Molecules 2025 dataset; level of theory: ωB97M-V/def2-TZVPD.

## Properties
Kohn-Sham gap   8.8 eV
2S+1   1
HOMO level   -8.457 eV
Molar mass   362.2 g/mol

Element x y z (Å)
O (5.87141, -1.93656, 0.13251)
C (5.37429, -0.84623, 0.14350)
O (5.31566, -0.06862, -0.94290)
H (5.68669, -0.53704, -1.70742)
C (4.83628, -0.16889, 1.38804)
C (3.34883, 0.18940, 1.38780)
C (2.40872, -0.83994, 0.79862)
O (1.26542, -0.95710, 1.15000)
O (2.96438, -1.55216, -0.17244)
H (2.30779, -2.11375, -0.61954)
H (3.03285, 0.37847, 2.41762)
S (2.96811, 1.80216, 0.57418)
C (2.54451, 1.37548, -1.14527)
C (1.21371, 0.64746, -1.28449)
O (1.12169, -0.35353, -1.96298)
N (0.20839, 1.24572, -0.60528)
C (-1.10720, 0.80994, -0.43516)
C (-1.64430, -0.25821, -1.14768)
C (-2.95684, -0.63730, -0.93986)
C (-3.73278, 0.05312, -0.02557)
C (-3.21444, 1.11971, 0.68974)
C (-1.90244, 1.49441, 0.48241)
H (-1.48887, 2.32206, 1.04029)
H (-3.82884, 1.64910, 1.40140)
Br (-5.54366, -0.46507, 0.25233)
H (-3.37363, -1.46735, -1.48895)
H (-1.03438, -0.79200, -1.85635)
H (0.47637, 2.02627, -0.01594)
H (2.49480, 2.33772, -1.65760)
H (3.34569, 0.77923, -1.57680)
H (5.03024, -0.84717, 2.22145)
H (5.40842, 0.74964, 1.53936)

---

7.
An isolated ion of composition C7H16O2PSi and charge -1 at a distorted geometry. Source: the Open Molecules 2025 dataset; level of theory: ωB97M-V/def2-TZVPD.

## Properties
ΔE to the lowest compared entry with this formula, charge and spin   404.7 kJ/mol
Kohn-Sham gap (spin up / spin down)   7.3 / 6.2 eV
Total charge   -1
2S+1   1
HOMO level (spin up / spin down)   -3.753 / -3.811 eV
Molar mass   191.3 g/mol

Element x y z (Å)
C (-1.23976, 1.74302, 2.20802)
C (0.77888, 0.52334, -0.15233)
C (2.40347, -1.53402, 1.51753)
C (0.37317, -0.27542, -3.11111)
C (-1.49752, 1.77846, -1.94674)
C (-1.74492, -1.20801, -0.94354)
C (1.52666, -1.05246, 2.63472)
O (1.40315, 1.83580, 2.15268)
O (0.31099, -0.56077, 2.27863)
Si (-0.51530, 0.15482, -1.41646)
P (0.29400, 0.98299, 1.55123)
H (-2.12689, 1.30167, 1.76610)
H (-1.16157, 2.77009, 2.08869)
H (2.26994, -2.60923, 1.38630)
H (2.03818, -0.96321, 0.58784)
H (3.62773, -1.32117, 1.65743)
H (1.15703, -0.98799, -3.13668)
H (-0.31069, -0.71284, -3.94709)
H (0.54772, 0.68339, -3.54784)
H (-2.54217, 1.43398, -2.12769)
H (-1.72375, 2.37421, -1.04591)
H (-1.00021, 2.38213, -2.67064)
H (-2.89436, -1.09022, -1.37766)
H (-1.54764, -2.32673, -1.21406)
H (-1.68630, -1.09920, 0.10635)
H (2.00933, -0.28414, 3.22529)
H (1.25083, -1.93849, 3.47691)

---

8.
C49H52CsN7O5P2Te as an isolated structure at a distorted geometry. Source: the Open Molecules 2025 dataset; level of theory: ωB97M-V/def2-TZVPD.

## Properties
ΔE to the lowest compared entry with this formula, charge and spin   61.6 kJ/mol
Kohn-Sham gap   5.7 eV
Total charge   -2
2S+1   1
HOMO level   -2.055 eV
Molar mass   1141.5 g/mol

Element x y z (Å)
Cs (0.97789, -0.11120, -1.26232)
O (-0.55938, -1.38678, 2.76225)
C (-0.74564, -0.49120, 3.75703)
C (-0.00397, 0.88959, 3.48988)
C (-0.70721, 2.00540, 2.74723)
C (-1.69603, 2.73146, 3.41531)
C (-2.29167, 3.80423, 2.78695)
C (-1.85329, 4.15287, 1.52498)
C (-0.83257, 3.41732, 0.92396)
C (-0.32398, 3.89061, -0.41310)
C (-0.93095, 3.15660, -1.66849)
O (-0.34236, 1.96231, -1.80938)
C (-2.46436, 3.02333, -1.45530)
C (-2.97717, 1.75211, -1.23039)
C (-4.32612, 1.56388, -0.96150)
C (-5.19200, 2.64875, -0.92227)
C (-4.69444, 3.92224, -1.16986)
C (-3.34399, 4.10289, -1.43647)
C (-0.72066, 4.02096, -2.94276)
C (-0.65574, 5.41137, -2.99648)
C (-0.42828, 6.07598, -4.19931)
C (-0.27001, 5.35792, -5.37490)
C (-0.33765, 3.96888, -5.33405)
C (-0.55489, 3.31405, -4.13348)
N (-0.27989, 2.35105, 1.52510)
C (-2.24587, -0.20035, 3.97915)
C (-2.82091, 0.10275, 5.20850)
C (-4.17470, 0.40836, 5.30985)
C (-4.97140, 0.42280, 4.17460)
C (-4.40547, 0.11755, 2.94057)
C (-3.06032, -0.20249, 2.84926)
C (-0.15870, -1.13816, 5.04087)
C (-0.85593, -2.20357, 5.62148)
C (-0.32635, -2.94296, 6.66443)
C (0.93719, -2.64297, 7.16751)
C (1.64601, -1.59448, 6.60426)
C (1.10257, -0.85264, 5.55775)
H (0.90741, 0.62722, 2.95082)
H (0.27559, 1.33054, 4.45289)
H (-1.98716, 2.44526, 4.41548)
H (-3.07417, 4.36995, 3.28040)
H (-2.27984, 4.99672, 0.99926)
H (0.75072, 3.71971, -0.48878)
H (-0.50510, 4.96790, -0.44544)
H (-2.27443, 0.92941, -1.29143)
H (-4.70447, 0.56250, -0.78393)
H (-6.24518, 2.50414, -0.70880)
H (-5.36143, 4.77785, -1.15546)
H (-2.97071, 5.10184, -1.63611)
H (-0.76513, 6.00433, -2.09618)
H (-0.36594, 7.15934, -4.21006)
H (-0.08218, 5.87363, -6.31036)
H (-0.18863, 3.38241, -6.23332)
H (-0.55338, 2.23208, -4.08187)
H (-2.20506, 0.11098, 6.10213)
H (-4.60426, 0.64063, 6.27861)
H (-6.02359, 0.67348, 4.24735)
H (-5.01207, 0.15098, 2.04286)
H (-2.59133, -0.44230, 1.90205)
H (-1.83556, -2.45197, 5.22928)
H (-0.89887, -3.76013, 7.08994)
H (1.35727, -3.21900, 7.98371)
H (2.63401, -1.34643, 6.97738)
H (1.69188, -0.05243, 5.13018)
C (2.87941, -6.57303, -1.33339)
N (2.68582, -5.24880, -1.87845)
C (3.23815, -4.76860, -3.03747)
C (2.83994, -3.46267, -3.13526)
N (2.06992, -3.13200, -2.06399)
C (1.98349, -4.20993, -1.32165)
P (1.22710, -4.36942, 0.32084)
C (-0.36589, -3.51424, 0.05809)
N (-0.65568, -2.73429, -0.95930)
C (-1.94414, -2.33033, -0.77873)
C (-2.44810, -2.88631, 0.36188)
N (-1.45074, -3.65731, 0.88152)
C (-1.55028, -4.32846, 2.15746)
C (2.32956, -3.18695, 1.18578)
N (3.28714, -2.47026, 0.62652)
C (3.93063, -1.84819, 1.65587)
C (3.36872, -2.20732, 2.85004)
N (2.37009, -3.08301, 2.54346)
C (1.44368, -3.67117, 3.48810)
H (3.38563, -7.18258, -2.07993)
H (1.92316, -7.03419, -1.08982)
H (3.48983, -6.54274, -0.42961)
H (3.84017, -5.39453, -3.67471)
H (3.05397, -2.74518, -3.91177)
H (-2.41934, -1.65132, -1.46963)
H (-3.39016, -2.77309, 0.87132)
H (-2.50761, -4.84841, 2.21530)
H (-1.46914, -3.58190, 2.94879)
H (-0.75026, -5.06030, 2.24502)
H (4.75381, -1.17461, 1.47947)
H (3.56249, -1.91503, 3.86829)
H (1.86406, -3.58875, 4.48908)
H (1.30381, -4.72641, 3.24727)
H (0.50777, -3.11063, 3.43865)
C (3.80753, -1.84423, -7.13716)
C (3.61076, -0.39642, -6.73900)
O (3.69482, -0.28617, -5.32272)
P (2.45332, 0.37793, -4.48505)
O (2.89507, 0.38345, -3.06761)
Te (0.41942, -0.68445, -5.08688)
O (2.40471, 1.88073, -5.09207)
C (3.34426, 2.82755, -4.56112)
C (2.69990, 3.67463, -3.48340)
H (3.80925, -1.94739, -8.22569)
H (2.99144, -2.44165, -6.72858)
H (4.75431, -2.22263, -6.74624)
H (2.63828, -0.04190, -7.09048)
H (4.38773, 0.24386, -7.17045)
H (3.66261, 3.44085, -5.40857)
H (4.21840, 2.30162, -4.16861)
H (1.89421, 4.28437, -3.89398)
H (3.44785, 4.33384, -3.03211)
H (2.27898, 3.03088, -2.71081)

---

Q: What is the molar mass in the eighth record?
A: 1141.5 g/mol

---

Q: The lowest molar mass belongs to which entry?
A: C3H3NOS

---

Q: Which value of 2S+1 does entry 2 give?
A: 1